Below is C8H9N2O as an isolated structure at a distorted geometry, with properties calculated with ωB97M-V/def2-TZVPD.

The geometry in XYZ format:
```
20
C8H9N2O | the OMol25 dataset | ωB97M-V/def2-TZVPD
C 1.6763 1.2045 -0.2312
C -0.1506 -1.7434 -0.7095
C 0.4031 1.1088 0.0328
C 2.1764 -1.1319 -0.0802
C -1.3333 -1.8467 0.2737
C -0.0997 0.1443 1.0679
C -0.8623 1.5705 -0.6049
C -1.1430 -0.4584 0.2922
N 1.1346 -1.6006 -0.5915
N 2.5862 0.1213 0.1292
O -1.6137 0.4246 -0.6030
H 2.0909 1.8919 -0.9316
H -0.5179 -1.7869 -1.8108
H -2.2701 -2.2631 0.0144
H -1.0862 -2.2988 1.3003
H 0.6750 -0.5916 1.4046
H -0.5074 0.6879 2.0153
H -1.2687 2.3916 -0.1881
H -0.7539 1.9356 -1.6773
H 3.5868 0.2598 0.2489
```

- Gap between HOMO and LUMO: 7.51 eV
- Relative energy (zero: lowest compared OMol25 entry of this formula, charge and spin): 126.88 kcal/mol
- Total charge: +1
- HOMO level: -12.7 eV